{
  "formula": "C21H37BrCl3N2O7S",
  "method": "wB97M-V/def2-TZVPD",
  "lumo_energy_ev": -4.8,
  "total_charge": 1,
  "homo_ev": -10.9,
  "elements": ["C", "C", "C", "Cl", "C", "N", "N", "Br", "C", "C", "C", "Cl", "C", "C", "Cl", "C", "C", "C", "C", "S", "O", "O", "O", "H", "H", "H", "H", "H", "H", "H", "H", "H", "H", "H", "H", "H", "H", "H", "H", "H", "C", "O", "C", "C", "O", "C", "H", "H", "H", "H", "H", "H", "H", "H", "H", "H", "C", "O", "C", "C", "O", "C", "H", "H", "H", "H", "H", "H", "H", "H", "H", "H"],
  "coordinates": [[-0.8774, 2.1468, 1.3552], [-1.4853, 2.5268, 0.0106], [-0.4664, 2.6336, -1.1513], [0.1559, 4.3027, -1.1715], [0.6641, 1.6415, -0.9725], [1.8112, 2.1487, -0.5723], [2.7682, 1.2595, -0.4172], [4.4286, 1.9706, 0.0883], [2.6658, -0.0369, -0.5863], [1.4643, -0.6137, -0.9907], [1.4493, -2.0758, -1.1584], [0.9143, -2.9866, 0.2212], [1.8958, -2.7210, -2.2402], [1.9392, -4.2011, -2.3665], [2.4646, -1.7587, -3.5520], [0.4084, 0.2651, -1.2242], [-0.9179, -0.1913, -1.7453], [-1.7072, -1.1426, -0.8102], [-3.2117, -0.8205, -0.8801], [-4.0950, -1.1535, 0.6471], [-4.4656, -2.5287, 0.6464], [-5.0934, -0.1575, 0.7791], [-3.0680, -0.9135, 1.8373], [-1.5764, 2.4317, 2.1343], [-0.7378, 1.0738, 1.4706], [0.0563, 2.6611, 1.5662], [-1.9500, 3.4969, 0.1162], [-2.2795, 1.8240, -0.2180], [-0.9842, 2.4709, -2.0855], [3.5283, -0.6552, -0.4056], [1.0135, -4.6444, -2.0249], [2.1083, -4.4606, -3.4056], [2.7564, -4.6006, -1.7688], [-1.5607, 0.6176, -2.0470], [-0.6976, -0.7549, -2.6522], [-1.3269, -1.1050, 0.1990], [-1.5979, -2.1594, -1.1586], [-3.6836, -1.3756, -1.6790], [-3.3980, 0.2281, -1.0787], [-2.4741, -1.6734, 1.8910], [-3.3736, 5.5869, 1.1529], [-4.1693, 4.4169, 1.2282], [-4.8045, 4.2483, 2.4915], [-6.2622, 4.6431, 2.4396], [-6.4143, 6.0376, 2.2318], [-6.7705, 6.3728, 0.9019], [-3.0828, 5.7199, 0.1108], [-3.9151, 6.4745, 1.4851], [-2.4659, 5.4678, 1.7578], [-4.2835, 4.8208, 3.2641], [-4.7348, 3.1870, 2.7506], [-6.7241, 4.4051, 3.4025], [-6.7837, 4.0745, 1.6645], [-7.8065, 6.0838, 0.6977], [-6.1099, 5.8940, 0.1745], [-6.6837, 7.4529, 0.7997], [4.9135, -3.2878, 0.2458], [4.8173, -4.4916, -0.4843], [5.8586, -4.6469, -1.4470], [6.9309, -5.5936, -0.9601], [7.6386, -5.0472, 0.1396], [7.2587, -5.6042, 1.3879], [4.1980, -3.3366, 1.0664], [5.9144, -3.1336, 0.6537], [4.6513, -2.4362, -0.4013], [6.2963, -3.6770, -1.7000], [5.4039, -5.0599, -2.3530], [7.6519, -5.7499, -1.7678], [6.4966, -6.5634, -0.7018], [7.6267, -6.6306, 1.4773], [6.1739, -5.5948, 1.5212], [7.7158, -5.0014, 2.1703]],
  "forces_ev_per_angstrom": [[-0.261, 0.070, 0.168], [0.343, -0.128, 0.298], [-0.090, 0.364, 0.835], [0.027, -0.021, -0.225], [-0.726, 0.568, -0.422], [0.103, -1.032, -0.195], [0.578, 0.719, 0.322], [-0.280, -0.063, -0.056], [-0.130, -0.675, 0.011], [-0.300, 0.853, 0.005], [-0.095, -0.421, -0.222], [0.076, 0.140, 0.041], [-0.310, 0.203, 0.648], [0.248, 0.092, -0.476], [0.110, 0.011, -0.204], [0.331, -0.137, 0.220], [0.252, -0.889, -0.139], [-0.540, 0.155, -0.549], [0.767, 0.363, 0.634], [-1.138, -0.474, -0.562], [0.416, -0.428, 0.059], [0.019, 0.522, 0.174], [0.297, 0.353, -0.330], [-0.106, 0.038, 0.155], [0.190, -0.167, -0.097], [0.151, 0.092, -0.061], [-0.231, 0.131, -0.169], [-0.113, -0.092, -0.208], [0.146, 0.075, -0.315], [0.252, 0.091, 0.042], [-0.204, -0.091, 0.076], [-0.028, -0.160, -0.083], [0.127, -0.029, 0.141], [0.056, 0.348, 0.022], [0.035, 0.024, -0.210], [0.075, 0.224, 0.240], [0.282, -0.299, 0.077], [-0.339, -0.289, 0.079], [0.016, 0.237, 0.090], [-0.052, -0.239, 0.269], [0.034, -0.106, -0.023], [0.105, 0.098, -0.006], [-0.022, -0.281, -0.131], [-0.061, 0.208, 0.231], [0.096, -0.036, -0.152], [-0.043, 0.033, 0.060], [-0.012, -0.006, -0.008], [-0.010, -0.014, 0.024], [0.002, 0.108, 0.033], [-0.010, 0.058, -0.008], [-0.017, 0.006, 0.010], [0.003, -0.047, -0.013], [0.033, -0.023, -0.028], [0.018, -0.025, -0.062], [-0.015, -0.021, -0.010], [-0.014, 0.007, 0.053], [-0.105, -0.075, 0.001], [0.006, 0.180, 0.014], [-0.168, -0.230, -0.086], [0.300, 0.132, -0.007], [-0.198, 0.030, 0.076], [0.088, -0.009, -0.011], [-0.023, -0.036, -0.013], [0.013, 0.018, -0.034], [0.118, 0.032, 0.013], [0.023, 0.018, 0.036], [0.014, 0.007, -0.004], [-0.036, -0.028, -0.024], [-0.050, 0.005, 0.002], [-0.060, -0.019, 0.027], [-0.008, -0.030, -0.007], [0.047, 0.010, -0.035]]
}